This record from the Open Molecules 2025 dataset describes a structure of composition C44H65GeN3OSbSe3Si3V at a distorted geometry. The level of theory is ωB97M-V/def2-TZVPD.

```
122
Properties=species:S:1:pos:R:3:mulliken_spin:R:1
V 0.653 -0.150 -0.173 1.8989
C 5.555 -1.221 2.988 0.0000
Se 3.944 -0.229 2.561 -0.0059
C 4.881 1.481 2.431 0.0000
C 3.951 2.680 2.398 0.0012
Se 2.066 2.323 2.036 0.0118
C 1.489 2.313 3.891 -0.0041
H 6.263 -1.178 2.165 0.0000
H 5.258 -2.253 3.151 0.0000
H 6.008 -0.830 3.896 0.0000
H 5.503 1.461 1.538 -0.0001
H 5.531 1.536 3.302 0.0000
H 4.251 3.372 1.613 0.0003
H 3.959 3.216 3.345 0.0002
H 1.674 3.296 4.316 0.0000
H 2.024 1.544 4.441 0.0006
H 0.421 2.105 3.913 0.0013
C -4.269 -0.641 -0.568 0.0030
Sb -2.586 0.309 0.363 -0.0266
C -1.099 -1.042 -0.905 0.0640
C -1.282 -2.519 -0.609 -0.0424
C -2.336 -3.289 -1.126 0.0108
C -2.411 -4.645 -0.879 -0.0022
C -1.455 -5.248 -0.077 0.0046
C -0.452 -4.444 0.416 -0.0052
N -0.353 -3.137 0.145 0.0125
Si -1.502 -0.545 -2.553 0.0649
C -2.331 -1.621 -3.773 0.0059
C -1.553 1.207 -3.036 0.0072
C 1.093 -2.461 -3.343 0.1448
C -3.087 -0.067 2.482 -0.0126
C -1.782 -0.288 3.230 0.0314
C -1.777 -0.260 4.632 -0.0010
C -0.645 -0.587 5.345 0.0005
C 0.509 -0.911 4.656 0.0078
C 0.468 -0.856 3.281 0.0270
N -0.635 -0.556 2.560 0.0272
Si -3.793 1.657 2.894 0.0037
C -5.058 2.111 1.607 0.0006
C -4.625 1.720 4.551 0.0004
C -2.389 2.881 2.860 0.0005
Si -4.228 -1.531 2.900 0.0003
C -4.378 -1.818 4.734 0.0000
C -5.971 -1.272 2.316 0.0003
C -3.456 -3.076 2.234 -0.0008
H -4.139 -0.611 -1.652 -0.0033
H -5.136 -0.031 -0.315 0.0010
H -4.444 -1.668 -0.256 0.0002
H -3.106 -2.812 -1.709 0.0008
H -3.228 -5.225 -1.290 -0.0002
H -1.485 -6.301 0.162 0.0002
H 0.327 -4.857 1.046 0.0004
H -3.417 -1.501 -3.694 0.0015
H -2.090 -2.678 -3.669 0.0015
H -2.030 -1.276 -4.765 -0.0006
H -2.232 1.778 -2.393 0.0002
H -1.890 1.284 -4.071 0.0029
H -0.569 1.669 -2.941 -0.0015
H 0.225 -3.091 -3.560 0.0007
H 1.156 -2.336 -2.264 0.0214
H 1.990 -2.977 -3.687 -0.0219
H -2.693 -0.025 5.154 -0.0005
H -0.664 -0.590 6.429 0.0002
H 1.432 -1.168 5.160 0.0003
H 1.378 -1.073 2.739 -0.0207
H -5.899 1.415 1.587 -0.0001
H -4.635 2.173 0.598 -0.0001
H -5.448 3.107 1.840 -0.0002
H -5.381 0.943 4.683 -0.0001
H -5.134 2.687 4.625 0.0001
H -3.916 1.663 5.380 0.0000
H -1.434 2.426 2.581 -0.0024
H -2.259 3.346 3.842 0.0002
H -2.577 3.675 2.133 0.0016
H -4.748 -0.956 5.292 0.0000
H -3.439 -2.145 5.185 0.0000
H -5.104 -2.627 4.867 0.0000
H -6.453 -0.486 2.906 0.0000
H -6.526 -2.198 2.499 0.0000
H -6.081 -1.022 1.265 -0.0001
H -2.603 -3.347 2.865 0.0000
H -3.088 -2.960 1.219 0.0015
H -4.158 -3.915 2.245 0.0000
O 1.736 -1.831 0.473 0.0451
H 0.915 -2.479 0.438 0.0218
H 2.498 -2.195 0.004 0.0105
Se -0.784 4.373 -0.560 0.0216
C -0.243 2.734 -0.416 0.0848
N 0.105 1.604 -0.325 -0.1279
C 4.039 -0.960 -1.542 0.0309
Ge 2.482 0.196 -1.897 0.0133
C 3.189 2.008 -1.659 -0.0073
C 2.521 3.140 -2.136 -0.0016
C 3.014 4.417 -1.909 0.0061
C 4.191 4.589 -1.189 -0.0051
C 4.866 3.479 -0.700 0.0031
C 4.367 2.199 -0.929 -0.0159
C 2.091 -0.159 -3.814 0.1864
C 0.978 -1.118 -4.068 0.0618
C 0.551 -1.305 -5.482 0.1285
C 1.152 -0.666 -6.481 -0.0204
C 2.269 0.235 -6.256 0.1269
C 2.891 0.850 -7.336 -0.1055
C 3.978 1.684 -7.148 0.1724
C 4.460 1.904 -5.854 -0.1005
C 3.855 1.311 -4.772 0.1494
C 2.725 0.464 -4.924 0.0521
H 4.899 -0.562 -2.082 -0.0014
H 3.862 -1.974 -1.913 -0.0080
H 4.284 -0.999 -0.476 0.0117
H 1.604 3.036 -2.709 -0.0081
H 2.476 5.277 -2.287 0.0013
H 4.578 5.584 -1.013 -0.0002
H 5.789 3.608 -0.147 -0.0001
H 4.913 1.347 -0.537 0.0016
H 0.063 -0.613 -3.537 0.0008
H -0.251 -2.010 -5.678 0.0078
H 0.838 -0.840 -7.505 -0.0006
H 2.518 0.659 -8.337 0.0003
H 4.458 2.152 -7.997 0.0089
H 5.320 2.543 -5.700 -0.0025
H 4.252 1.491 -3.783 0.0443
```

net charge	+1
molar mass	1218.476	g/mol
HOMO (alpha / beta)	-9.0 / -10.0	eV
LUMO energy (alpha / beta)	-0.109 / -0.128	Eh
HOMO-LUMO gap (alpha / beta)	6.058 / 6.543	eV
multiplicity	4